# 1
Below is a structure of composition C51H51Br2MnN6O3P, with properties calculated with ωB97M-V/def2-TZVPD.

ORCA input file:
```
! wB97M-V def2-TZVPD RIJCOSX def2/J DEFGRID3
* xyz 1 5
Br -0.140 2.281 -6.770
Br 5.777 -6.031 -4.108
Mn -0.874 -0.405 -0.032
P -2.351 -1.208 1.763
O -0.322 -2.156 -0.395
O -0.978 -0.637 -2.459
O 0.736 0.656 -1.063
N -1.967 1.158 0.186
N 3.989 -4.426 2.321
N 4.890 -5.117 1.837
N 2.479 2.439 -0.788
N 1.124 -0.652 1.277
N 2.884 3.976 -2.338
C 5.174 -6.587 -0.054
C 2.925 -3.877 1.524
C 1.093 2.473 -4.227
C -1.927 3.478 -2.714
C 1.316 2.109 -2.896
C -2.706 -3.880 0.940
C 5.410 -4.431 -1.791
C -0.335 0.369 -3.125
C 1.005 -4.069 0.061
C -2.941 -2.465 4.212
C -3.349 1.446 -2.350
C 2.605 -2.513 1.762
C 0.598 1.053 -2.353
C 3.339 -1.676 2.633
C -0.816 3.283 -0.178
C -5.334 1.458 2.728
C 2.963 -0.371 2.783
C 4.718 4.563 1.273
C -3.419 0.230 1.879
C 1.841 0.103 2.077
C -0.619 5.570 -3.209
C 3.597 4.367 -1.216
C -1.684 2.287 -0.643
C -1.010 4.436 -2.303
C 5.036 -5.290 0.416
C -4.081 -2.084 -0.180
C -3.853 2.447 1.071
C 5.178 -4.209 -0.446
C -0.512 -2.365 3.645
C -0.551 0.714 -4.443
C -3.065 1.287 1.034
C 5.488 -5.733 -2.265
C 0.171 1.780 -4.978
C -6.534 1.562 3.627
C -4.953 2.518 1.903
C -0.482 4.334 -1.020
C 4.422 5.457 -0.968
C 0.693 -2.741 0.226
C -0.293 3.244 1.227
C -3.432 -2.548 1.122
C -2.288 2.410 -1.898
C 2.121 -4.629 0.710
C 1.501 -1.949 1.099
C -1.855 -1.652 3.499
C 3.332 3.390 -0.252
C 4.975 5.536 0.294
C 5.376 -6.815 -1.407
C -4.548 0.318 2.695
C -1.534 -1.687 -3.256
C 2.233 2.828 -2.019
C 3.900 3.482 1.017
H 4.624 6.207 -1.720
H 0.413 5.877 -3.030
H -3.122 0.419 -2.064
H -2.447 -1.350 -3.750
H -3.320 -1.855 -0.929
H 5.464 -7.823 -1.786
H -4.836 -0.520 3.316
H -3.930 -2.015 4.172
H -3.600 3.289 0.441
H 1.636 3.290 -4.679
H 2.840 4.462 -3.216
H -0.800 -2.018 -3.991
H 2.345 -5.677 0.556
H 5.176 4.666 2.247
H 0.211 5.091 -0.666
H 4.180 -2.086 3.176
H -0.471 -3.287 3.063
H -0.717 5.290 -4.258
H -4.701 -1.199 -0.038
H 0.598 3.863 1.332
H -2.112 -4.169 1.807
H -3.007 -3.476 3.811
H 5.530 -3.599 -2.471
H -5.543 3.427 1.907
H -1.754 -2.502 -2.576
H 5.624 6.366 0.536
H 3.706 2.730 1.770
H -0.061 2.227 1.538
H 3.502 0.296 3.440
H 5.114 -3.197 -0.067
H 5.118 -7.413 0.642
H -1.786 -0.668 3.975
H -3.484 1.495 -3.430
H -4.217 -2.653 1.878
H -7.376 2.022 3.110
H 1.528 1.133 2.190
H -2.665 -2.549 5.264
H -1.269 0.188 -5.053
H -4.306 1.696 -1.885
H 1.448 1.249 -0.636
H -2.369 3.556 -3.702
H -3.436 -4.671 0.762
H 0.320 -1.735 3.354
H -2.039 -3.828 0.081
H -1.049 3.616 1.922
H -6.851 0.580 3.977
H -1.252 6.442 -3.039
H -4.705 -2.882 -0.586
H 0.397 -4.680 -0.592
H -0.372 -2.633 4.693
H -6.316 2.173 4.505
*
```

## Properties
⟨S²⟩: 6.1173
Orbital gap (alpha / beta): 6.2 / 7.3 eV

# 2
Below is a structure of composition C51H52N5O10PtS2 at a distorted geometry, with properties calculated with ωB97M-V/def2-TZVPD.

ORCA input file:
```
! wB97M-V def2-TZVPD RIJCOSX def2/J DEFGRID3
* xyz -1 1
Pt -0.042 0.403 -0.139
S -2.719 -3.160 0.590
S -3.203 1.182 -6.958
O 2.871 2.046 -4.731
O -3.016 0.053 -7.835
O 2.223 -3.443 0.617
O -4.029 -3.177 1.210
O 2.204 -2.579 2.699
O 1.946 0.106 -0.212
O -0.040 0.169 1.817
O -4.135 1.078 -5.861
O -1.669 -3.871 1.277
O 1.418 1.545 -6.286
N -2.174 -1.726 0.177
N -0.087 0.811 -2.157
N 1.779 1.630 -5.102
N -0.394 0.696 -4.332
N -2.053 0.569 0.146
C -0.347 -1.829 5.988
C -3.912 2.004 0.624
C 2.208 -2.059 -4.654
C -1.140 0.403 5.662
C -3.649 2.588 -7.954
C 2.329 -1.603 -1.869
C 6.027 -2.403 0.077
C -0.501 0.447 4.435
C 1.191 -1.875 1.983
C -1.067 -0.740 6.449
C 3.193 -0.027 3.674
C 1.167 -2.082 -2.473
C 0.231 -0.642 3.963
C 5.829 -0.224 1.048
C -0.993 0.381 -5.618
C -4.710 0.874 0.821
C -4.150 -4.325 -3.004
C 4.487 -0.186 0.683
C -2.807 -0.558 0.349
C 1.566 -2.178 0.505
C -2.598 1.785 0.305
C -3.993 -3.678 -1.789
C 2.416 -3.776 1.986
C 3.413 -1.333 -2.707
C 2.171 1.703 2.378
C 3.894 -1.260 0.035
C -4.175 -0.378 0.700
C -0.943 0.476 -3.121
C 0.868 1.217 -4.098
C 3.843 -4.220 2.232
C 1.110 -2.310 -3.843
C 2.150 0.397 2.854
C -2.320 -0.020 -2.897
C -3.255 -5.315 -3.406
C 4.246 0.823 3.979
C -2.200 -5.641 -2.560
C -3.404 -5.989 -4.745
C 2.417 -1.203 -0.365
C -1.615 1.620 -6.280
C 3.220 2.557 2.687
C -2.027 -4.991 -1.346
C 0.913 -0.479 2.580
C -2.926 -4.010 -0.964
C 3.363 -1.557 -4.075
C -3.837 3.856 -7.134
C 1.403 -4.847 2.385
C 0.298 -1.781 4.756
C 6.605 -1.332 0.750
C 4.267 2.120 3.487
C 1.047 1.266 -2.751
C 4.688 -2.367 -0.270
H 1.361 2.034 1.743
H 3.889 0.687 0.892
H -0.989 1.997 -7.087
H 1.635 -5.778 1.868
H 5.054 0.468 4.608
H -4.982 -4.065 -3.650
H 2.161 -2.241 -5.721
H -2.820 -5.467 -5.508
H -1.571 -0.781 7.407
H -1.204 -5.232 -0.687
H -4.548 3.683 -6.327
H 0.857 -2.643 4.422
H -1.912 2.609 0.155
H 4.519 -3.379 2.087
H 6.624 -3.273 -0.172
H 0.269 -2.263 -1.895
H -0.570 1.330 3.815
H 4.251 -3.208 -0.792
H 1.911 1.562 -2.182
H 5.085 2.787 3.734
H -2.892 -0.081 -3.818
H -1.703 1.262 6.005
H -4.697 -2.919 -1.469
H -2.281 -0.999 -2.417
H 7.649 -1.365 1.038
H -0.212 -0.016 -6.258
H 0.623 -2.344 -0.011
H 4.322 -0.925 -2.285
H -0.286 -2.731 6.585
H -4.573 2.265 -8.436
H -4.219 4.656 -7.766
H -4.443 -5.992 -5.073
H -1.491 -6.403 -2.863
H 0.393 -4.544 2.110
H -4.293 3.009 0.731
H -2.838 0.659 -2.221
H -3.048 -7.018 -4.708
H 1.451 -5.017 3.462
H -2.897 4.196 -6.700
H 3.186 -1.033 4.069
H 4.228 -1.328 -4.687
H -4.772 -1.258 0.871
H 3.222 3.569 2.298
H -2.869 2.675 -8.710
H 0.193 -2.692 -4.273
H -1.729 -0.404 -5.464
H 3.938 -4.587 3.255
H 0.231 -2.392 2.122
H -1.792 2.404 -5.546
H -5.757 0.986 1.077
H 6.262 0.623 1.567
H 4.106 -5.019 1.540
*
```

## Properties
Orbital gap: 6.5 eV

# 3
Below is a structure of composition C51H54As2Br2N3O3RuS at a distorted geometry, with properties calculated with ωB97M-V/def2-TZVPD.

ORCA input file:
```
! wB97M-V def2-TZVPD RIJCOSX def2/J DEFGRID3
* xyz 2 2
Ru -0.154 -0.584 -0.001
Br 0.456 1.039 -2.387
Br 2.543 0.031 -0.207
As -1.172 0.750 2.050
As 1.071 2.955 0.691
S -0.407 -2.509 1.793
O -1.584 -4.522 -1.593
O 2.361 -3.122 -3.959
O -3.727 -2.455 -3.705
N 0.660 -2.243 -1.699
N -1.308 -2.066 -2.935
N 0.206 -3.718 -3.508
C -3.711 4.068 1.584
C 5.243 3.751 0.407
C -0.292 -7.738 -2.703
C -2.541 2.185 -0.082
C -4.680 -1.821 -1.564
C 0.771 -2.073 3.094
C -4.696 -0.183 4.159
C 0.750 -5.981 -3.972
C 2.727 -3.299 -2.628
C 0.950 5.268 2.500
C -4.972 -3.022 -4.101
C 2.313 -3.257 -0.273
C 1.413 2.069 2.418
C -0.129 -2.622 -2.628
C -2.424 0.148 3.421
C -4.240 -0.590 5.405
C -4.417 -1.416 -0.259
C 0.026 -5.017 -3.219
C -2.772 -4.851 -0.851
C -2.856 3.113 2.111
C 0.598 -7.307 -3.718
C 4.320 -4.270 -1.099
C 4.124 4.903 -1.380
C 0.090 1.808 3.125
C 3.928 -3.952 -2.387
C 2.329 0.819 -1.949
C -0.543 5.356 0.621
C -2.026 -1.226 -0.737
C 1.888 -2.941 -1.561
C -1.007 6.595 1.047
C 0.132 -4.221 1.547
C -2.302 -1.699 -2.003
C 0.479 6.499 2.932
C 2.851 3.564 0.174
C 3.505 -3.914 -0.033
C 5.293 4.579 -0.703
C -3.408 3.133 -0.609
C -0.907 -5.472 -2.214
C -2.270 2.162 1.280
C -1.037 -6.836 -1.973
C -3.998 4.071 0.226
C -2.878 -0.643 5.655
C 4.026 3.237 0.840
C -1.974 -0.283 4.666
C 2.909 4.398 -0.943
C 2.692 -1.889 -4.603
C 0.424 4.678 1.352
C -0.510 7.158 2.212
C -3.123 -1.137 0.137
C -3.795 0.180 3.169
C -3.618 -1.982 -2.428
H 1.202 -4.311 1.720
H -4.680 4.807 -0.180
H -5.233 -1.322 0.447
H 1.999 -1.101 -4.303
H -2.084 1.451 -0.734
H 6.150 3.511 0.947
H -2.968 -0.858 1.162
H -2.546 -5.506 -0.009
H -5.293 -3.787 -3.391
H -0.883 8.113 2.557
H -4.161 4.805 2.236
H -0.916 -0.326 4.891
H 1.790 -2.149 2.717
H -5.758 -0.134 3.959
H 1.665 -2.951 0.537
H -0.099 -4.511 0.523
H 0.627 -2.748 3.937
H 1.944 1.131 2.241
H 4.159 5.550 -2.247
H 4.003 2.579 1.702
H 1.014 -3.521 -4.108
H -0.410 -4.850 2.249
H -4.168 0.517 2.211
H -3.627 3.132 -1.669
H 2.054 2.688 3.047
H 1.750 4.792 3.055
H 3.725 -1.608 -4.390
H 1.433 -5.638 -4.739
H 3.808 -4.133 0.982
H -3.157 -3.902 -0.485
H 2.803 1.795 -1.936
H -5.692 -2.018 -1.886
H -1.715 -7.193 -1.211
H -2.513 -0.957 6.624
H -3.499 -5.326 -1.509
H 0.894 6.950 3.824
H -4.805 -3.473 -5.075
H 0.255 1.286 4.069
H -5.744 -2.257 -4.186
H 5.247 -4.801 -0.933
H -0.942 4.915 -0.286
H 1.993 4.666 -1.461
H -1.730 -2.438 -3.778
H -0.396 -8.794 -2.493
H -4.945 -0.861 6.179
H 2.777 0.147 -2.662
H 2.585 -2.059 -5.671
H -0.406 2.751 3.361
H 4.545 -4.216 -3.236
H 6.241 4.973 -1.044
H -2.661 3.103 3.177
H 0.571 -1.054 3.411
H 1.165 -8.033 -4.283
H -1.755 7.118 0.466
*
```

## Properties
⟨S²⟩: 0.7729
Orbital gap (alpha / beta): 7.3 / 4.3 eV

# 4
Below is a structure of composition C51H55BiN7O2SSe, with properties calculated with ωB97M-V/def2-TZVPD.

ORCA input file:
```
! wB97M-V def2-TZVPD RIJCOSX def2/J DEFGRID3
* xyz 1 1
Bi -0.236 -0.048 0.093
Se -2.606 0.949 -0.773
S 7.697 -1.677 -2.383
O -1.448 -0.381 1.809
O -1.107 -1.763 -0.881
N 1.720 -0.882 -1.854
N 0.089 2.280 1.415
N 0.795 2.286 -1.123
N 7.162 -1.031 -1.005
N 6.291 -1.894 -3.142
N 2.682 -0.038 0.570
N 1.410 3.096 -0.409
C 1.059 3.077 0.977
C -7.026 0.808 2.185
C 1.110 2.340 -2.512
C 0.422 1.753 -4.737
C -2.029 -4.615 -0.405
C -2.243 -1.786 -1.581
C 5.396 0.006 1.154
C -4.832 -0.143 3.123
C 1.242 -1.342 -2.996
C -2.701 -5.478 -2.624
C 5.842 -0.966 -1.099
C -7.051 -1.307 -3.143
C 3.567 -0.461 -0.343
C -0.551 -4.281 -2.412
C 3.127 0.398 1.737
C -2.757 -0.124 1.920
C -1.414 -1.536 4.266
C 3.918 -1.457 -2.607
C -5.536 0.487 2.106
C -0.203 2.302 2.714
C -7.648 0.326 3.495
C -7.752 0.119 1.021
C -3.474 -0.462 3.082
C 1.780 3.925 1.799
C -3.019 -0.634 -1.769
C -3.857 -2.916 -2.954
C -2.707 -2.981 -2.175
C -7.223 2.326 2.082
C -4.161 -0.603 -2.554
C -2.002 -4.317 -1.913
C -4.600 -1.757 -3.180
C 2.273 2.926 -3.008
C 2.037 -1.881 -4.007
C 1.578 2.336 -5.236
C -5.701 -0.711 -5.166
C -4.815 0.823 0.969
C 1.476 3.943 3.152
C 5.341 -1.461 -2.325
C -3.113 -0.280 5.548
C -2.904 -1.179 4.320
C -6.184 -3.090 -4.643
C 0.195 1.746 -3.370
C -3.672 -2.496 4.515
C -5.869 -1.727 -4.028
C 3.045 -0.947 -1.639
C 4.477 0.447 2.078
C 4.943 -0.461 -0.080
C 3.396 -1.931 -3.811
C 2.502 2.915 -4.371
C -3.470 0.515 0.891
C 0.463 3.120 3.618
H -1.539 -3.830 0.167
H -2.687 -0.755 6.433
H 6.458 0.007 1.361
H -7.557 -0.755 3.613
H -8.824 0.315 1.078
H -6.364 -3.849 -3.879
H 3.403 3.363 -4.766
H 2.373 0.722 2.447
H -6.717 2.839 2.901
H -7.599 -0.960 1.051
H -0.991 1.632 3.032
H -7.194 0.809 4.361
H -5.379 -3.437 -5.293
H -4.868 -0.989 -5.813
H -3.294 -3.018 5.396
H -5.514 0.294 -4.786
H -5.372 -0.414 4.018
H -6.830 2.719 1.144
H -5.297 1.316 0.134
H -3.058 -4.708 -0.054
H -3.541 -3.148 3.651
H -2.173 -6.403 -2.389
H -7.973 -1.288 -3.726
H -2.621 0.686 5.411
H 2.551 4.548 1.368
H 1.582 -2.243 -4.917
H -4.740 -2.334 4.657
H 1.765 2.337 -6.301
H 0.167 -1.289 -3.123
H -0.516 -4.025 -3.474
H -0.780 -0.653 4.187
H -8.710 0.570 3.502
H 0.184 3.104 4.661
H -7.183 -2.006 -2.315
H 2.982 3.371 -2.325
H 4.069 -2.326 -4.560
H -4.202 -3.830 -3.410
H -1.160 -2.050 5.194
H -8.285 2.572 2.127
H -4.167 -0.091 5.749
H -0.096 -5.266 -2.291
H -7.400 0.482 0.055
H -0.702 1.289 -2.967
H 0.043 -3.560 -1.856
H -2.693 -5.360 -3.709
H 4.781 0.813 3.048
H -0.297 1.303 -5.407
H -6.607 -0.673 -5.772
H -3.734 -5.599 -2.295
H -1.180 -2.196 3.434
H -4.709 0.326 -2.654
H -7.088 -3.013 -5.248
H -6.902 -0.312 -2.722
H -1.519 -5.559 -0.207
H 2.017 4.592 3.826
*
```

## Properties
Orbital gap: 6.4 eV

Calculated values (Ha) of E for the records, taken in order: -9168.5807 -3916.5248 -12477.8296 -5524.3016.